[1]
Molecular formula: C4H2NaO2Rb
Method: DFT, wB97M-V/def2-TZVPD

Structure (ORCA input):
```
! RIJCOSX wB97M-V def2-TZVPD def2/J DEFGRID3
* xyz 0 1
C -2.464 2.119 -0.058
C -2.558 1.025 -0.605
O -1.845 3.076 0.525
Rb 0.695 -0.982 2.031
H -2.740 -0.009 -0.802
C 0.550 -0.345 -2.649
C 1.029 -1.380 -3.305
O 1.483 -2.292 -3.898
Na 1.658 0.156 -0.484
H -0.016 0.497 -3.096
*
```

Values from the calculation:
**HOMO (alpha / beta)**: -5.80 / -5.80 eV
**Kohn-Sham gap (alpha / beta)**: 3.100 / 3.101 eV

[2]
Molecular formula: C5H6O
Method: DFT, wB97M-V/def2-TZVPD

Structure (ORCA input):
```
! RIJCOSX wB97M-V def2-TZVPD def2/J DEFGRID3
* xyz 0 1
C 0.724 -0.902 -1.465
C 1.353 -0.460 -0.398
C 1.225 -0.043 0.829
C -0.314 -0.213 0.887
C -1.086 0.966 0.330
O -0.829 -1.234 1.273
H 0.415 -0.231 -2.259
H 0.420 -1.945 -1.508
H 1.924 0.251 1.610
H -2.007 0.668 -0.177
H -0.475 1.585 -0.331
H -1.350 1.559 1.210
*
```

Values from the calculation:
**SMILES**: C=C=CC(C)=O
**HOMO**: -9.41 eV
**Kohn-Sham gap**: 10.062 eV

The evaluated ΔE to the lowest compared entry with this formula, charge and spin for the records listed, in turn: 146.5, 243.7 kJ/mol.
The evaluated E for the records listed, in turn: -13340.07875, -7326.75847 eV.
The evaluated F_max for the records listed, in turn: 5.37, 0.71 eV/A.